No. 1
Molecular formula: C52H51N4O
Method: DFT, ωB97M-V with the def2-TZVPD basis set

Summary:
Total charge = +1
LUMO = -4.70 eV
HOMO energy = -7.92 eV

Element x y z (Å)
C (5.42, 4.80, -2.30)
C (4.80, 3.71, -1.47)
C (4.60, 3.89, -0.10)
C (4.04, 2.89, 0.71)
C (4.00, 3.10, 2.19)
C (3.59, 1.71, 0.11)
N (2.93, 0.71, 0.90)
C (1.71, 0.80, 1.54)
C (0.98, 2.01, 1.92)
C (0.41, 2.90, 0.90)
C (0.08, 4.24, 1.44)
C (0.52, 2.64, -0.50)
C (0.33, 1.35, -1.06)
C (0.34, 1.18, -2.44)
C (0.63, 2.25, -3.29)
C (0.91, 3.51, -2.76)
C (0.82, 3.71, -1.39)
O (0.88, 2.31, 3.13)
N (1.52, -0.36, 2.19)
C (0.58, -0.70, 3.22)
C (-0.80, -0.45, 3.07)
C (-1.40, 0.02, 1.80)
C (-1.64, -0.68, 4.17)
C (-1.17, -1.27, 5.34)
C (-2.12, -1.59, 6.46)
C (0.20, -1.56, 5.44)
C (1.09, -1.28, 4.40)
C (2.54, -1.53, 4.62)
N (2.50, -1.27, 1.84)
C (3.35, -0.61, 1.09)
C (4.55, -1.21, 0.54)
C (4.43, -2.56, 0.12)
C (5.41, -3.10, -0.69)
C (6.56, -2.36, -1.00)
C (6.76, -1.10, -0.42)
C (5.77, -0.52, 0.36)
C (3.80, 1.49, -1.26)
C (3.39, 0.23, -1.94)
C (4.41, 2.50, -2.03)
H (5.52, 4.50, -3.35)
H (4.83, 5.72, -2.26)
H (6.43, 5.06, -1.93)
H (4.90, 4.84, 0.37)
H (3.92, 2.16, 2.74)
H (4.93, 3.59, 2.52)
H (3.17, 3.76, 2.49)
H (-0.38, 4.89, 0.67)
H (-0.61, 4.17, 2.30)
H (1.00, 4.73, 1.82)
H (0.13, 0.50, -0.40)
H (0.16, 0.18, -2.85)
H (0.66, 2.09, -4.37)
H (1.20, 4.33, -3.40)
H (1.01, 4.70, -0.96)
H (-2.50, -0.05, 1.86)
H (-1.16, 1.07, 1.58)
H (-1.09, -0.59, 0.94)
H (-2.69, -0.41, 4.08)
H (-1.61, -2.12, 7.27)
H (-2.56, -0.67, 6.88)
H (-2.95, -2.21, 6.11)
H (0.59, -2.01, 6.36)
H (2.67, -2.15, 5.51)
H (2.98, -2.06, 3.77)
H (3.11, -0.61, 4.78)
H (3.54, -3.12, 0.40)
H (5.28, -4.11, -1.09)
H (7.31, -2.77, -1.68)
H (7.70, -0.56, -0.59)
H (5.91, 0.45, 0.83)
H (2.97, 0.45, -2.93)
H (4.24, -0.45, -2.09)
H (2.63, -0.31, -1.36)
H (4.56, 2.32, -3.10)
C (-2.75, 0.45, -5.69)
N (-3.29, -0.21, -4.52)
C (-2.54, -0.66, -3.48)
C (-3.37, -1.26, -2.51)
C (-2.92, -1.76, -1.28)
C (-3.80, -2.44, -0.36)
C (-4.98, -1.82, 0.13)
C (-5.84, -2.47, 1.00)
C (-5.60, -3.79, 1.38)
C (-6.60, -4.49, 2.25)
C (-4.45, -4.44, 0.91)
C (-3.55, -3.77, 0.09)
C (-4.73, -1.24, -3.08)
C (-5.94, -1.84, -2.78)
C (-7.04, -1.64, -3.64)
C (-6.92, -0.87, -4.81)
C (-5.69, -0.31, -5.17)
C (-4.63, -0.51, -4.30)
H (-3.58, 0.73, -6.35)
H (-2.20, 1.34, -5.39)
H (-2.07, -0.21, -6.24)
H (-1.46, -0.59, -3.48)
H (-1.85, -1.77, -1.11)
H (-5.19, -0.80, -0.20)
H (-6.74, -1.96, 1.35)
H (-6.26, -5.49, 2.52)
H (-6.76, -3.91, 3.17)
H (-7.57, -4.58, 1.75)
H (-4.28, -5.49, 1.16)
H (-2.64, -4.27, -0.26)
H (-6.03, -2.49, -1.92)
H (-8.00, -2.10, -3.40)
H (-7.78, -0.71, -5.46)
H (-5.54, 0.27, -6.08)

Mulliken atomic charge list, values in e, 6 entries: atom 1 (C): -1.66, atom 2 (C): 0.91, atom 3 (C): -0.86, atom 4 (C): 0.45, atom 5 (C): -1.97, atom 6 (C): -0.44

No. 2
Molecular formula: C52H51N4O5P3PdTe
Method: DFT, ωB97M-V with the def2-TZVPD basis set

Summary:
Total charge = -2
LUMO = 3.61 eV
HOMO energy = -1.73 eV

Element x y z (Å)
Pd (-0.03, -1.16, -1.35)
Te (3.98, 2.29, -0.78)
C (4.62, 3.00, -2.71)
C (5.93, 2.79, -3.16)
C (6.31, 3.28, -4.40)
N (5.49, 3.94, -5.23)
C (4.25, 4.13, -4.79)
C (3.78, 3.70, -3.56)
C (2.37, 1.07, -1.03)
P (2.39, -0.68, -1.17)
C (3.75, -1.28, -0.09)
C (3.80, -0.79, 1.22)
C (4.76, -1.23, 2.12)
C (5.69, -2.18, 1.72)
C (5.66, -2.67, 0.43)
C (4.69, -2.22, -0.47)
C (3.00, -1.23, -2.82)
C (2.49, -2.40, -3.39)
C (2.89, -2.81, -4.66)
C (3.80, -2.05, -5.38)
C (4.31, -0.88, -4.83)
C (3.92, -0.48, -3.56)
P (0.62, 1.48, -1.07)
C (0.59, 3.32, -1.06)
C (0.21, 4.11, -2.15)
C (0.15, 5.49, -2.05)
C (0.47, 6.12, -0.85)
C (0.84, 5.35, 0.25)
C (0.88, 3.97, 0.14)
C (0.08, 1.08, -2.79)
C (0.91, 1.17, -3.91)
C (0.50, 0.69, -5.14)
C (-0.76, 0.10, -5.28)
C (-1.60, 0.00, -4.18)
C (-1.18, 0.48, -2.93)
H (6.64, 2.24, -2.56)
H (7.32, 3.12, -4.76)
H (3.58, 4.67, -5.46)
H (2.76, 3.92, -3.26)
H (3.08, -0.03, 1.52)
H (4.78, -0.83, 3.12)
H (6.45, -2.53, 2.42)
H (6.39, -3.41, 0.10)
H (4.68, -2.61, -1.48)
H (1.75, -2.97, -2.84)
H (2.47, -3.71, -5.08)
H (4.09, -2.35, -6.38)
H (5.01, -0.27, -5.39)
H (4.31, 0.43, -3.14)
H (-0.06, 3.63, -3.08)
H (-0.14, 6.08, -2.91)
H (0.43, 7.20, -0.77)
H (1.08, 5.83, 1.19)
H (1.15, 3.37, 1.01)
H (1.91, 1.57, -3.79)
H (1.17, 0.75, -5.99)
H (-1.08, -0.29, -6.24)
H (-2.56, -0.48, -4.27)
H (-1.86, 0.44, -2.09)
C (-8.84, 4.68, 6.44)
O (-7.54, 4.91, 5.96)
C (-6.61, 3.93, 6.21)
C (-5.34, 4.15, 5.68)
C (-4.33, 3.23, 5.87)
C (-4.56, 2.06, 6.60)
C (-5.82, 1.86, 7.15)
C (-6.85, 2.79, 6.95)
N (-3.50, 1.18, 6.95)
N (-2.76, 0.62, 6.08)
C (-2.98, 0.52, 4.73)
C (-4.20, 0.68, 4.04)
C (-4.33, 0.47, 2.70)
C (-3.23, 0.07, 1.85)
O (-3.36, -0.09, 0.63)
C (-1.94, -0.18, 2.57)
N (-0.90, -0.62, 1.83)
C (0.25, -0.85, 2.42)
C (0.45, -0.65, 3.79)
C (-0.59, -0.20, 4.56)
C (-1.85, 0.05, 3.96)
H (-9.44, 5.53, 6.13)
H (-8.86, 4.60, 7.54)
H (-9.27, 3.76, 6.02)
H (-5.16, 5.06, 5.11)
H (-3.35, 3.40, 5.44)
H (-6.00, 0.97, 7.74)
H (-7.82, 2.59, 7.38)
H (-5.09, 0.95, 4.59)
H (-5.29, 0.59, 2.21)
H (1.05, -1.21, 1.78)
H (1.42, -0.84, 4.23)
H (-0.48, -0.03, 5.62)
C (1.98, -5.18, 0.34)
C (1.00, -4.04, 0.16)
O (0.20, -4.32, -0.99)
P (-0.86, -3.17, -1.55)
O (-2.27, -3.74, -0.93)
C (-2.74, -3.15, 0.29)
C (-2.72, -4.16, 1.42)
O (-1.03, -3.82, -3.03)
C (-1.23, -5.22, -3.22)
C (-0.01, -5.82, -3.89)
H (2.63, -4.98, 1.19)
H (2.60, -5.29, -0.55)
H (1.45, -6.12, 0.51)
H (1.53, -3.09, 0.01)
H (0.37, -3.92, 1.05)
H (-3.75, -2.79, 0.10)
H (-2.14, -2.26, 0.52)
H (-3.34, -5.02, 1.18)
H (-3.09, -3.70, 2.34)
H (-1.70, -4.52, 1.60)
H (-2.12, -5.34, -3.84)
H (-1.42, -5.71, -2.26)
H (0.20, -5.29, -4.82)
H (-0.17, -6.88, -4.12)
H (0.85, -5.73, -3.23)

Mulliken atomic charge list, values in e, 6 entries: atom 1 (Pd): 0.76, atom 2 (Te): 0.35, atom 3 (C): -0.22, atom 4 (C): -0.17, atom 5 (C): -0.31, atom 6 (N): -0.70

| no. | gap between HOMO and LUMO (eV) |
| --- | --- |
| 1 | 3.2 |
| 2 | 5.3 |